No. 1
Here is a structure of composition C32H57CoN2O2P2 in a non-equilibrium geometry from OMol25. Energies are from wB97M-V/def2-TZVPD.

XYZ file:
```
96
Properties=species:S:1:pos:R:3:forces:R:3
C -0.766840 1.658180 -2.421945 -0.29 -0.41 -0.06
C -0.445199 -0.673940 -2.474084 -0.15 0.20 0.21
C -1.023052 1.682110 -3.792024 0.27 0.13 -0.12
C -0.600731 -0.692509 -3.850495 -0.02 -0.26 -0.35
C -0.896483 0.498951 -4.524358 -0.20 -0.21 0.51
H -1.277973 2.635414 -4.259436 0.21 -0.35 -0.01
H -0.518693 -1.657738 -4.361321 0.04 0.51 -0.01
H -1.038242 0.485310 -5.602482 -0.01 0.08 0.22
N -0.575892 0.484337 -1.801906 0.61 -0.10 -0.08
P 0.337012 2.557271 -0.046827 0.73 1.23 -0.09
P -1.029309 -1.931347 -0.001404 0.05 -0.83 -0.69
C -0.672565 2.905236 -1.557138 -0.28 0.07 -0.13
H -0.269148 3.756406 -2.124744 -0.11 -0.30 0.03
H -1.682508 3.202115 -1.231399 0.22 -0.08 -0.02
C -0.025241 -1.863409 -1.629548 0.19 -0.36 0.44
H -0.107196 -2.816429 -2.162506 0.03 0.35 -0.16
C -0.300934 -3.374525 1.014965 0.04 0.02 -0.15
C -2.793174 -2.413969 -0.440073 0.28 -0.13 -0.05
C 2.146584 2.731098 -0.598031 -0.28 0.20 0.04
C -0.057153 3.981121 1.148905 0.23 -0.12 -0.37
C 0.661821 -2.778050 2.052731 0.26 0.08 0.05
H 0.116881 -2.179923 2.796064 0.11 -0.10 -0.16
H 1.165946 -3.605300 2.574086 -0.14 0.18 -0.05
H 1.432792 -2.142973 1.598071 -0.24 -0.19 0.17
C -1.345246 -4.190281 1.796790 -0.08 -0.05 0.09
H -1.898762 -3.577636 2.518727 0.12 -0.16 -0.19
H -2.046117 -4.726382 1.148702 0.20 0.19 0.23
H -0.799909 -4.956323 2.370310 -0.08 0.25 -0.13
C 0.456914 -4.339379 0.098152 0.26 -0.20 0.07
H 0.787222 -5.194775 0.706458 0.01 0.18 -0.15
H -0.166688 -4.745166 -0.709004 0.25 0.11 0.22
H 1.352614 -3.873113 -0.328178 -0.30 -0.19 0.15
C -3.609892 -2.311969 0.874385 -0.31 0.01 -0.01
H -3.147734 -1.630322 1.603157 -0.13 -0.16 -0.11
H -4.605351 -1.908500 0.646820 0.19 -0.08 0.09
H -3.756726 -3.287729 1.349293 0.09 0.31 -0.09
C -3.421640 -1.443496 -1.458663 -0.05 0.14 0.06
H -3.432626 -0.407792 -1.092309 0.06 -0.22 -0.18
H -2.932339 -1.490042 -2.439358 -0.09 0.07 0.23
H -4.472262 -1.756797 -1.593146 0.38 0.14 0.00
C -2.828114 -3.832139 -1.058824 -0.48 -0.13 -0.43
H -1.851452 -4.196364 -1.403039 -0.36 0.10 0.16
H -3.269219 -4.565179 -0.372949 0.23 0.13 -0.22
H -3.474919 -3.814926 -1.949265 0.15 -0.07 0.23
C 0.861596 3.804126 2.365499 -0.03 0.12 0.27
H 0.615556 4.573470 3.111270 0.02 -0.11 -0.14
H 0.693884 2.823434 2.834440 0.11 0.18 -0.11
H 1.927899 3.910919 2.131036 -0.33 -0.02 0.02
C -1.510105 3.861968 1.613055 -0.07 -0.20 0.27
H -2.220125 3.951623 0.783341 0.04 0.02 0.20
H -1.688911 2.924697 2.143303 0.01 0.08 -0.16
H -1.704598 4.669457 2.333118 -0.01 -0.08 -0.25
C 0.098201 5.377489 0.519343 0.01 0.30 0.19
H -0.271127 5.413478 -0.512607 0.09 0.07 0.20
H -0.503224 6.087135 1.103962 0.05 -0.15 -0.13
H 1.123714 5.754943 0.552153 -0.34 -0.14 -0.11
C 2.311490 2.096380 -1.982590 -0.09 -0.40 -0.07
H 1.729355 2.613700 -2.758252 0.22 -0.02 0.17
H 3.374486 2.136540 -2.266619 -0.28 0.02 0.06
H 2.014951 1.039673 -1.973077 0.07 0.39 -0.02
C 2.998403 1.972740 0.443882 0.28 -0.22 -0.03
H 3.063486 0.900844 0.194490 -0.01 0.54 0.10
H 4.011943 2.402055 0.471664 -0.26 -0.12 0.00
H 2.574601 2.022878 1.456313 0.21 0.05 -0.26
C 2.599292 4.190646 -0.723879 0.28 0.07 -0.05
H 1.928526 4.774582 -1.368461 0.18 -0.08 0.21
H 2.716750 4.685160 0.245594 -0.08 -0.12 -0.26
H 3.590870 4.200557 -1.199622 -0.19 -0.05 0.08
Co -0.101160 0.257509 0.220354 3.95 -0.16 -0.60
C -1.663177 0.734292 0.778232 -7.78 2.12 1.97
O -2.775553 1.085261 0.918024 3.42 -1.16 -0.60
N 1.542936 -0.691126 -0.175184 -0.32 -0.83 -0.58
C 1.471867 -1.530990 -1.111643 -0.60 -0.25 -0.12
C 2.704330 -2.197616 -1.828770 -0.73 0.31 0.45
C 2.280067 -3.287493 -2.804789 -0.01 -0.29 -0.18
C 3.390452 -1.092884 -2.621792 0.28 0.38 -0.08
C 3.666556 -2.748832 -0.756562 0.21 0.05 0.24
H 1.777517 -4.124242 -2.307511 0.09 0.12 -0.14
H 1.610340 -2.891336 -3.579199 0.19 -0.10 0.07
H 3.172953 -3.692128 -3.299670 -0.21 0.10 0.06
H 3.729752 -0.297808 -1.945516 -0.09 -0.18 -0.19
H 4.275535 -1.486158 -3.139819 -0.22 0.03 0.05
H 2.707139 -0.654915 -3.364322 0.21 -0.08 0.09
H 3.988208 -3.772256 -0.989812 -0.06 0.24 0.03
H 4.558086 -2.113156 -0.694458 -0.12 -0.21 0.02
H 3.217206 -2.742264 0.244096 0.10 -0.08 -0.25
C -2.908901 1.303288 4.380338 -0.30 0.19 -0.14
C -1.460084 0.948699 4.222642 0.71 -0.23 -1.49
C -0.671224 0.942932 5.495882 0.41 0.00 0.31
O -0.941746 0.697537 3.120146 -0.70 0.33 2.21
H -3.517048 0.402346 4.238666 0.05 0.10 0.06
H -3.228463 2.030329 3.622450 0.10 -0.21 0.13
H -3.075062 1.705521 5.385951 -0.22 -0.12 -0.39
H -0.363336 -0.080082 5.753167 0.09 0.25 -0.19
H 0.216645 1.578220 5.379664 -0.06 -0.33 -0.02
H -1.259204 1.329731 6.328917 0.11 -0.07 -0.08
```
Positions in Å, forces in eV/Å.

Values from the calculation:
relative energy (zero: lowest compared OMol25 entry of this formula, charge and spin): 74.1 kJ/mol
E_HOMO (spin up / spin down): -9.2 / -10.7 eV
charge: +1
gap between HOMO and LUMO (spin up / spin down): 6.97 / 7.11 eV
⟨S²⟩: 3.790
multiplicity: 4
total energy: -97382.89043 eV
LUMO (spin up / spin down): -2.2 / -3.6 eV
largest force on an atom: 0.16137 Eh/bohr

Löwdin atomic charge list, values in e, 8 entries: C -0.2993; C -0.2821; C -0.0019; C -0.0099; C -0.0140; H 0.1261; H 0.1258; H 0.1192


No. 2
Here is a structure of composition NO3Rb3 in a non-equilibrium geometry from OMol25. Energies are from wB97M-V/def2-TZVPD.

XYZ file:
```
7
Properties=species:S:1:pos:R:3:forces:R:3
Rb -2.458487 -1.021619 1.323889 0.02 0.29 0.81
Rb -0.840047 1.665781 -2.368721 0.34 0.76 0.13
Rb -0.636427 -2.109799 -1.664731 0.80 -0.54 -0.08
N 0.970533 0.372811 0.668679 5.73 1.92 4.00
O 1.773143 -0.527289 0.819669 0.33 -1.74 -0.41
O 1.228863 1.470411 1.194609 -1.67 -0.20 -1.13
O -0.037577 0.149701 0.026609 -5.55 -0.49 -3.32
```
Positions in Å, forces in eV/Å.

Values from the calculation:
relative energy (zero: lowest compared OMol25 entry of this formula, charge and spin): 222.2 kJ/mol
E_HOMO: -15.1 eV
charge: +2
gap between HOMO and LUMO: 6.90 eV
total energy: -9581.15760 eV
LUMO: -8.2 eV
largest force on an atom: 0.14099 Eh/bohr

From a natural (NBO) analysis of the wavefunction, the atomic charges in e read: Rb 0.9961; Rb 0.9952; Rb 0.9908; N 0.7034; O -0.4601; O -0.4398; O -0.7856


No. 3
Here is an isolated molecule of C7H13N in a non-equilibrium geometry from OMol25. Energies are from wB97M-V/def2-TZVPD.

XYZ file:
```
21
Properties=species:S:1:pos:R:3:forces:R:3
C 1.275882 1.366563 -0.322889 0.76 -0.65 1.93
C 1.332374 -0.167602 -0.243045 -0.67 -0.57 0.10
C 0.696924 -0.674941 1.123470 0.84 1.96 -0.80
C -0.740964 -0.226901 1.200229 0.05 -3.02 -1.48
C -1.519710 -0.449136 0.014909 -1.46 2.08 0.96
C -2.209993 0.156751 -1.412537 -0.99 -0.19 1.20
C -2.883751 0.276134 -0.102648 0.88 -2.01 -0.63
N 2.618232 -0.831994 -0.413328 0.11 -0.19 -0.43
H 0.402841 1.480959 0.363937 0.30 1.34 -1.21
H 2.140903 1.731900 0.254266 -0.18 0.09 0.03
H 1.327793 1.916823 -1.279500 -0.67 -0.76 0.34
H 0.575087 -0.543947 -0.909371 0.10 -0.13 -1.01
H 0.760294 -1.756645 1.100134 0.11 -0.26 0.37
H 1.340269 -0.229432 1.902456 -0.47 -0.58 0.25
H -1.209393 -0.398715 2.172280 -0.17 1.49 0.12
H -1.425707 -1.509727 -0.242044 0.79 0.12 -0.80
H -1.783864 1.036836 -1.870877 1.29 0.00 0.25
H -3.789177 -0.328526 -0.051257 -0.05 0.31 0.61
H -2.740806 1.104829 0.588105 -0.42 0.62 -0.10
H 2.489260 -1.654171 -0.995196 0.10 -0.02 0.20
H 3.343506 -0.299056 -0.877102 -0.28 0.37 0.10
```
Positions in Å, forces in eV/Å.

Values from the calculation:
relative energy (zero: lowest compared OMol25 entry of this formula, charge and spin): 745.1 kJ/mol
E_HOMO: -7.1 eV
gap between HOMO and LUMO: 5.50 eV
total energy: -8952.21017 eV
LUMO: -1.6 eV
largest force on an atom: 0.06535 Eh/bohr

natural (NBO) atomic charge list, values in e, 8 entries: C -0.6256; C -0.0315; C -0.5054; C 0.0932; C -0.4249; C -0.3532; C -0.4534; N -0.8491


No. 4
Here is a structure of composition C4H7O2Sn in a non-equilibrium geometry from OMol25. Energies are from wB97M-V/def2-TZVPD.

XYZ file:
```
14
Properties=species:S:1:pos:R:3:forces:R:3
O -0.720426 -1.026411 -1.388810 0.63 -6.19 2.50
C 0.395905 -1.434639 -0.862188 2.76 0.14 1.13
C 0.675670 -1.744614 0.435672 -0.75 -0.81 -1.14
H 1.712832 -1.766514 0.772005 -0.35 -0.46 -0.28
H 1.271915 -1.380826 -1.535246 -0.26 0.36 0.11
H -0.092783 -2.265154 1.014083 0.07 0.70 0.37
Sn -1.292381 0.529375 -2.086183 -2.12 5.84 -2.55
C -0.655396 1.517721 0.898113 -0.32 -1.21 -1.21
C 0.258463 1.579156 -0.112472 0.31 1.65 -0.40
O -1.090339 0.426082 1.552477 0.15 0.68 0.27
H -1.293653 2.383116 1.106820 0.40 -0.27 0.07
H 1.102728 1.002357 -0.492237 -0.65 -0.66 0.86
H 0.357078 2.565750 -0.571951 -0.22 0.06 0.41
H -0.629614 -0.385399 1.269917 0.35 0.16 -0.14
```
Positions in Å, forces in eV/Å.

Values from the calculation:
relative energy (zero: lowest compared OMol25 entry of this formula, charge and spin): 43.1 kJ/mol
E_HOMO (spin up / spin down): -6.0 / -9.1 eV
gap between HOMO and LUMO (spin up / spin down): 6.02 / 8.98 eV
⟨S²⟩: 0.754
multiplicity: 2
total energy: -14184.01905 eV
LUMO (spin up / spin down): 0.1 / -0.1 eV
largest force on an atom: 0.13057 Eh/bohr

natural (NBO) atomic charge list, values in e, 8 entries: O -0.9266; C 0.2374; C -0.6428; H 0.2230; H 0.1472; H 0.2149; Sn 0.7160; C 0.2212